{
  "formula": "C7H8ClN2",
  "method": "the ωB97M-V functional and the def2-TZVPD basis",
  "total_charge": 1,
  "homo_ev": [-13.63, -13.63],
  "lumo_ev": [-5.91, -5.91],
  "largest_force_ha_per_bohr": 0.1273,
  "energy_ev": -22882.2771,
  "relative_energy_ev": 0.000,
  "symbols": ["Cl", "N", "N", "C", "C", "C", "C", "C", "C", "C", "H", "H", "H", "H", "H", "H", "H", "H"],
  "positions_angstrom": [[1.1129, 1.6483, -3.3978], [0.4633, 2.2863, -0.4908], [0.4413, 0.1125, -0.7742], [-0.5107, 1.8469, 0.2447], [-1.1502, -1.8710, 0.9880], [-1.2413, -0.4635, 1.0439], [-1.4130, -2.5068, 2.2067], [-0.6098, 0.4012, 0.2003], [1.0442, 1.2299, -1.0401], [2.1374, 1.2985, -1.9900], [2.8689, 2.0161, -1.9126], [2.7667, 0.4597, -2.1826], [-1.5248, -1.9619, 3.1055], [-1.7779, -0.1377, 1.8055], [-1.1873, 2.4350, 0.8588], [-0.9235, -2.3974, 0.1779], [-1.1774, -3.5502, 2.2009], [0.6814, -0.8460, -1.0440]]
}

***

{
  "formula": "C7H8F2N2O3",
  "method": "the ωB97M-V functional and the def2-TZVPD basis",
  "total_charge": 0,
  "homo_ev": -9.21,
  "lumo_ev": 0.54,
  "largest_force_ha_per_bohr": 0.0743,
  "energy_ev": -21942.9276,
  "relative_energy_ev": 0.000,
  "symbols": ["F", "F", "O", "O", "O", "N", "N", "C", "C", "C", "C", "C", "C", "C", "H", "H", "H", "H", "H", "H", "H", "H"],
  "positions_angstrom": [[3.7001, 0.9887, -0.7998], [1.2546, -1.8161, 1.4746], [-1.7795, -0.7686, 0.7091], [0.0403, -1.4042, -1.6014], [2.1940, 2.1925, 0.3960], [2.8698, -1.3482, 0.0408], [-0.8807, 1.0891, -0.1645], [1.5281, -1.7750, 0.1065], [0.5097, -0.9325, -0.6045], [-2.0109, 0.3191, 0.2295], [2.9298, 1.0025, 0.3777], [1.4890, 1.0301, 0.1944], [0.3271, 0.4712, -0.0966], [-3.4334, 0.8849, 0.0122], [-3.7587, 0.0699, -0.6542], [1.3344, -2.7530, -0.1925], [-3.8193, 0.7981, 1.0136], [-3.1637, 1.9432, -0.3541], [-0.9091, 2.0792, -0.5514], [3.4095, -2.1679, -0.0642], [3.3967, 0.7365, 1.2848], [3.1552, -0.7789, -0.7936]]
}

***

{
  "formula": "C7H8F3N2",
  "method": "the ωB97M-V functional and the def2-TZVPD basis",
  "total_charge": 1,
  "homo_ev": -15.30,
  "lumo_ev": -6.01,
  "largest_force_ha_per_bohr": 0.0948,
  "energy_ev": -18509.7673,
  "relative_energy_ev": 0.393,
  "symbols": ["F", "F", "F", "N", "N", "C", "C", "C", "C", "C", "C", "C", "H", "H", "H", "H", "H", "H", "H", "H"],
  "positions_angstrom": [[-2.0507, -1.6487, 1.7936], [-1.7410, 0.3316, 2.7180], [-3.6579, -0.1794, 1.9071], [-2.2173, 1.6281, 0.3054], [0.2521, 1.5576, -0.1083], [0.5505, -0.1233, 1.4258], [-0.1706, 2.7719, -0.1489], [0.1305, -0.6431, -1.0196], [-1.5404, 2.5936, 0.1515], [-1.9782, 0.3010, 0.3671], [-2.4036, -0.3767, 1.8041], [-0.1927, 0.2912, 0.1452], [1.7169, -0.1428, 1.3795], [1.0262, -0.0736, -1.4486], [-0.7801, -0.6025, -1.7105], [0.2417, -1.1072, 1.7908], [0.4238, 0.5649, 2.3356], [-2.4064, -0.2770, -0.3824], [0.3053, -1.6983, -0.6050], [0.4700, 3.6029, -0.0420]]
}

***

{
  "formula": "C7H8F4O5S",
  "method": "the ωB97M-V functional and the def2-TZVPD basis",
  "total_charge": 0,
  "homo_ev": -10.93,
  "lumo_ev": -0.04,
  "largest_force_ha_per_bohr": 0.0772,
  "energy_ev": -39329.4795,
  "symbols": ["S", "F", "F", "F", "F", "O", "O", "O", "O", "O", "C", "C", "C", "C", "C", "C", "C", "H", "H", "H", "H", "H", "H", "H", "H"],
  "positions_angstrom": [[-0.1804, 1.8258, -1.1799], [-1.1831, 2.8530, -1.9501], [-2.4469, -1.8015, -1.2016], [-0.6298, -3.0795, -0.9048], [-0.5909, -1.4381, -2.2967], [-1.2722, -0.1182, 2.1465], [0.6147, 2.6350, -0.2935], [0.6299, 1.2114, -2.1843], [-1.6186, -2.3157, 1.6564], [0.8360, -1.0279, -0.1457], [1.6291, -0.2481, 0.7810], [-0.5348, -0.8336, -0.0012], [-1.1044, -1.8392, -1.0958], [2.9697, 0.1010, 0.0288], [-1.1587, 0.5797, -0.2698], [-1.5577, 0.9512, 1.2303], [-1.2124, -1.2757, 1.3562], [3.4366, 1.0332, 0.4021], [-2.6679, 1.0774, 1.1673], [-1.2495, 1.9592, 1.5956], [3.6757, -0.7452, 0.1855], [-2.1327, 0.5945, -0.8007], [2.7369, 0.1228, -1.0587], [1.8833, -0.8857, 1.6659], [1.1281, 0.6640, 1.1672]]
}

***

{
  "formula": "C7H8FNO2",
  "method": "the ωB97M-V functional and the def2-TZVPD basis",
  "total_charge": 0,
  "homo_ev": [-7.84, -7.84],
  "lumo_ev": [-0.90, -0.90],
  "largest_force_ha_per_bohr": 0.0991,
  "energy_ev": -15686.8929,
  "relative_energy_ev": 1.504,
  "symbols": ["F", "O", "O", "N", "C", "C", "C", "C", "C", "C", "C", "H", "H", "H", "H", "H", "H", "H", "H"],
  "positions_angstrom": [[-2.3470, 1.7239, -1.3366], [1.5406, 0.0065, -0.8106], [-1.8583, 0.8701, 2.0563], [-2.6942, -0.3587, -0.6250], [2.0380, 1.3267, -0.6953], [-2.2397, 0.7921, -0.3296], [-2.4200, -1.5463, -0.0497], [-2.1091, 1.5424, 1.0328], [0.0143, -1.6970, -0.2889], [-1.2604, -2.2093, 0.1152], [0.3092, -0.3599, -0.3457], [1.6140, 1.5628, 0.2849], [-2.3630, 2.5831, 1.1519], [-3.3090, -2.1328, 0.0869], [1.7841, 2.0844, -1.4108], [3.1107, 1.1142, -0.5557], [-0.0582, 0.3264, 0.2973], [0.8698, -2.3800, -0.4843], [-1.2132, -3.2847, 0.5700]]
}

***

{
  "formula": "C7H8FeN2O4S",
  "method": "the ωB97M-V functional and the def2-TZVPD basis",
  "total_charge": 2,
  "homo_ev": [-16.53, -17.71],
  "multiplicity": 5,
  "lumo_ev": [-8.74, -11.83],
  "largest_force_ha_per_bohr": 0.2210,
  "energy_ev": -63758.6663,
  "relative_energy_ev": 3.176,
  "symbols": ["Fe", "S", "O", "O", "O", "O", "N", "N", "C", "C", "C", "C", "C", "C", "C", "H", "H", "H", "H", "H", "H", "H", "H"],
  "positions_angstrom": [[-0.0010, -0.4238, 0.9525], [0.0032, -0.9526, 2.9640], [-0.0049, 2.5024, 0.3108], [2.8439, 0.0839, 0.5022], [-2.8493, 0.0627, 0.4779], [0.0017, -2.8475, -0.7128], [1.0839, 1.5003, 3.5890], [-1.0745, 1.4868, 3.6378], [0.0019, -1.8587, -0.1004], [-0.7367, 2.6886, 4.3589], [0.0017, 0.7766, 3.2586], [0.7657, 2.6918, 4.3296], [1.7064, -0.1496, 0.4782], [-1.7102, -0.1577, 0.4606], [-0.0047, 1.3588, 0.4893], [1.1916, 3.5746, 3.8761], [1.1752, 2.5886, 5.3187], [2.0108, 1.2309, 3.3036], [-1.1846, 3.5629, 3.9131], [0.0061, -0.1178, -4.0383], [-2.0077, 1.2052, 3.3913], [-1.1088, 2.5898, 5.3623], [0.0070, 0.4028, -3.4946]]
}